ORCA calculation (ωB97M-V/def2-TZVPD) on the molecule C21H26O4S at a distorted geometry.

CARTESIAN COORDINATES (ANGSTROEM)
C1 5.002 -1.887 0.248
C2 3.605 -2.374 0.558
O1 2.652 -1.287 0.294
C3 1.404 -1.546 0.738
O2 1.142 -2.505 1.438
C4 0.381 -0.486 0.307
C5 -0.258 -0.895 -1.006
C6 0.829 -1.233 -2.087
C7 -1.285 0.099 -1.610
C8 -2.581 -0.342 -1.953
C9 -3.080 -1.751 -1.813
C10 -3.464 0.488 -2.642
C11 -3.116 1.766 -3.070
C12 -4.099 2.625 -3.813
C13 -1.810 2.178 -2.809
C14 -0.902 1.370 -2.105
C15 0.515 1.856 -2.099
S1 -0.777 -0.245 1.831
O3 -1.576 0.910 1.450
O4 -1.421 -1.488 2.171
C16 0.132 0.312 3.320
C17 0.613 -0.573 4.286
C18 1.196 -0.063 5.456
C19 1.312 1.318 5.646
C20 0.765 2.189 4.700
C21 0.153 1.686 3.551
H1 5.691 -2.740 0.179
H2 5.052 -1.326 -0.695
H3 5.364 -1.236 1.054
H4 3.323 -3.220 -0.077
H5 3.500 -2.659 1.605
H6 0.748 0.551 0.263
H7 -0.753 -1.854 -0.770
H8 1.130 -2.290 -1.985
H9 0.416 -1.108 -3.101
H10 1.736 -0.607 -1.972
H11 -4.169 -1.752 -1.972
H12 -2.669 -2.397 -2.604
H13 -2.877 -2.207 -0.842
H14 -4.424 0.077 -2.953
H15 -3.671 3.607 -4.036
H16 -4.423 2.159 -4.751
H17 -5.004 2.769 -3.211
H18 -1.435 3.111 -3.245
H19 0.508 2.873 -2.502
H20 0.985 1.886 -1.114
H21 1.144 1.269 -2.780
H22 0.559 -1.645 4.110
H23 1.579 -0.736 6.222
H24 1.836 1.727 6.514
H25 0.822 3.264 4.844
H26 -0.299 2.365 2.835

Values from the calculation:
2S+1	1
energy	-1514.9350	a.u.
HOMO-LUMO gap	9.1	eV
LUMO	0.6	eV
HOMO level	-8.55	eV
energy above the lowest of the compared OMol25 structures with the same formula, charge and spin	0.000	eV